The following is a DFT calculation (ωB97M-V/def2-TZVPD) of a single C3H4N2O molecule.

Output
- net charge = 0
- orbital gap (eV) = 9.47
- total energy (Ha) = -301.4440
- ΔE to the lowest compared entry with this formula, charge and spin (kcal per mole) = 27.1
- structure (SMILES) = Oc1ccn[nH]1

Atoms and positions in Å:
O 1.60212 0.87834 -0.99793
C 0.58727 0.30168 -0.32022
C -0.08041 -0.88919 -0.47467
C -0.90253 -0.95618 0.67533
N -0.81119 0.12171 1.43006
N 0.11842 0.88529 0.80687
H 1.94430 0.22169 -1.61860
H -0.03279 -1.56753 -1.31414
H -1.51296 -1.78922 0.99831
H 0.17794 1.86311 1.04046

Atoms 1-6, force components in eV/Å:
O -0.1516 -0.0052 -0.2411
C -0.2358 -0.1180 0.2144
C 0.1045 -0.0059 0.0159
C -0.0933 -0.0333 0.0978
N -0.0636 -0.2089 -0.1993
N 0.0969 0.1401 -0.1941

Here are the Mulliken charges for atoms 1 to 4, given in e:
1. O -0.52
2. C 0.48
3. C -0.36
4. C -0.40

The following is a DFT calculation (ωB97M-V/def2-TZVPD) of a single C3H4N2O molecule.

Output
- net charge = 0
- orbital gap (eV) = 11.73
- total energy (Ha) = -301.3772
- ΔE to the lowest compared entry with this formula, charge and spin (kcal per mole) = 69.0
- structure (SMILES) = Cc1ncon1

Atoms and positions in Å:
C -2.04762 0.09418 0.10457
C -0.58549 0.08673 -0.21599
N 0.29946 1.18604 -0.00355
C 1.43178 0.47899 -0.00153
O 1.35757 -0.75170 0.08178
N -0.15017 -1.03949 -0.08312
H -2.37415 1.07762 -0.09988
H -2.29725 -0.34985 1.11314
H -2.57857 -0.56895 -0.55917
H 2.55236 0.86959 0.17600

Atoms 1-6, force components in eV/Å:
C -0.6345 -0.5742 -0.1851
C -1.8261 4.6608 2.8146
N 0.8964 -1.8615 -1.7934
C 1.8723 5.4295 1.7751
O -1.6793 -4.3955 -0.9424
N 4.6510 -4.8367 -0.0326

Here are the Mulliken charges for atoms 1 to 4, given in e:
1. C -1.07
2. C 0.65
3. N -0.55
4. C 0.18

The following is a DFT calculation (ωB97M-V/def2-TZVPD) of 2 unconnected molecules or ions with the total composition C3H4N2O.

Output
- net charge = 0
- orbital gap (eV) = 9.07
- total energy (Ha) = -301.2862
- ΔE to the lowest compared entry with this formula, charge and spin (kcal per mole) = 126.2
- structure (SMILES) = N#CC1=CO1.N

Atoms and positions in Å:
N 3.53424 2.05781 0.11253
C 3.40326 0.91595 0.20516
C 3.29490 -0.42038 0.09182
C 3.22001 -1.62444 -0.36988
O 1.95364 -1.37727 -0.03174
H 3.69108 -2.52445 -0.65819
N -0.58403 0.37325 -0.15477
H -1.42730 0.47639 0.25250
H 0.21460 0.57592 0.45336
H -0.46632 -0.50503 -0.62676

Atoms 1-6, force components in eV/Å:
N -0.0040 0.3003 0.4438
C 0.1772 1.0932 -0.6535
C 0.0545 -1.7299 -0.2447
C -0.1323 1.0637 1.0242
O -0.4708 -0.1150 -0.0575
H 0.4276 -0.6420 -0.5251

Here are the Mulliken charges for atoms 1 to 4, given in e:
1. N -0.34
2. C 0.28
3. C 0.21
4. C -0.13

The following is a DFT calculation (ωB97M-V/def2-TZVPD) of 2 unconnected molecules or ions with the total composition C3H4N2O.

Output
- net charge = 0
- orbital gap (eV) = 9.83
- total energy (Ha) = -301.3255
- ΔE to the lowest compared entry with this formula, charge and spin (kcal per mole) = 101.5
- structure (SMILES) = C1=CN1.N=C=O

Atoms and positions in Å:
C -0.02598 0.23392 1.78270
C 0.74030 1.00352 1.02313
N -0.62526 0.79788 0.56534
H -0.32082 -0.39160 2.49506
H 1.70780 1.42620 0.70781
H -1.19617 1.65211 0.82701
N -0.69270 -0.72929 -1.80121
C 0.09076 -1.54970 -2.17169
O 0.86039 -2.28464 -2.56553
H -0.53833 -0.15840 -0.86262

Atoms 1-6, force components in eV/Å:
C 3.6549 4.1570 -4.0870
C 0.0116 -2.0038 2.6958
N -1.9376 1.6736 -0.7959
H -0.9288 -2.3847 2.7301
H -0.9713 -0.3029 0.1817
H 0.4849 -1.1781 -0.6773

Here are the Mulliken charges for atoms 1 to 4, given in e:
1. C -0.17
2. C -0.26
3. N -0.55
4. H 0.40